1.
Here is a cluster of 6 separate species, C53H62Br2IN8O15 in total from the Open Molecules 2025 dataset. Energies are from ωB97M-V/def2-TZVPD.

```
141
Properties=species:S:1:pos:R:3:forces:R:3:mulliken_charge:R:1
C 2.67514 -5.67360 -0.57239 -0.52 0.38 0.60 -1.00
C 1.54874 -5.39706 -1.70295 1.36 0.95 -0.29 -0.18
C 1.98233 -4.03120 -2.44954 0.87 -0.84 0.12 -0.54
N 1.37761 -2.79823 -1.79320 -1.30 -1.95 -1.27 -0.22
O 2.47526 -2.06546 -1.36419 0.41 3.65 1.41 0.03
C 2.10363 -0.76792 -0.91453 2.36 2.58 -1.35 -0.30
O 2.78856 0.19394 -1.36514 -3.00 -3.81 2.32 -0.51
C 0.92938 -0.49299 0.14762 -3.24 0.48 2.52 0.86
C -0.19663 0.51598 -0.16138 1.16 -1.53 2.09 0.02
C -0.24983 1.28981 -1.59088 -1.12 -0.77 0.96 -0.38
N -1.49714 0.80489 -2.29203 0.73 1.25 -0.42 -0.32
C -2.37596 1.94347 -2.69688 -1.23 0.13 -0.88 -0.79
C -1.28894 0.78593 0.92006 1.81 -0.64 -1.56 -0.26
O -2.28945 1.73310 0.50252 2.55 -1.70 2.15 -0.46
N -1.32075 0.13900 2.22776 1.73 -0.42 -2.57 1.11
C -2.41406 0.51221 3.19264 -0.53 1.70 1.19 -1.34
I -3.84124 -1.12261 3.55878 0.62 0.78 -0.25 0.16
C -1.82808 1.16521 4.57472 0.34 0.46 -0.88 0.02
C -2.54066 2.57350 4.86768 0.48 -0.04 0.48 -1.22
C -0.28642 -0.85439 2.56183 2.40 -0.11 -2.28 -0.84
C -0.25992 -1.66198 3.94972 -1.35 -0.28 -0.21 -0.65
Br 1.38669 -1.25074 5.04580 -1.10 -0.16 -0.78 -0.03
C -0.45084 -3.27557 3.73328 -0.07 0.37 -0.69 -0.01
C -1.17788 -3.64765 2.35195 0.04 -1.41 -0.05 -0.50
Br -1.67474 -3.93101 5.20108 0.88 0.38 -0.54 -0.09
C 0.87961 -1.19797 1.56349 -2.12 1.86 -1.03 0.79
C 2.07220 -2.21221 1.83616 0.32 0.38 -0.25 0.76
C 3.48544 -1.39923 1.95900 -0.14 -0.92 -0.09 0.32
C 4.72170 -2.33203 1.46017 0.13 1.40 0.19 -0.25
C 5.86070 -1.29263 0.95637 -1.17 -0.83 -0.26 -0.61
O 6.07589 -0.38855 2.09241 2.51 -0.56 -0.12 -0.31
C 7.38059 0.19364 2.05431 0.67 1.60 -2.34 0.67
C 8.32029 -0.03674 3.32842 -1.21 0.31 0.11 -1.06
O 7.70532 0.86441 1.04996 -0.85 -2.47 3.65 -0.53
H 3.62823 -6.14808 -0.99259 -1.49 0.62 0.44 0.35
H 2.27074 -6.32681 0.28424 0.67 0.86 -1.39 0.31
H 2.99430 -4.66668 -0.09749 -0.55 -1.58 -0.71 0.14
H 1.61678 -6.23135 -2.47792 -0.55 1.00 1.16 0.25
H 0.50646 -5.22215 -1.27602 1.40 -0.65 -0.59 0.20
H 3.13135 -3.95695 -2.32784 -1.86 0.09 -0.34 0.25
H 1.78520 -4.02912 -3.57381 -0.05 -0.04 1.55 0.38
H 0.94946 -2.24944 -2.55692 0.35 -0.30 0.40 0.18
H -0.33372 2.41847 -1.37104 0.43 -1.71 -0.44 0.38
H 0.62528 1.02285 -2.26764 -0.83 0.62 1.54 0.20
H -1.17697 0.37246 -3.18044 -0.33 0.43 0.98 0.33
H -1.80367 2.89705 -3.00012 -0.73 -1.31 0.51 0.27
H -2.96818 1.60449 -3.63032 0.93 0.58 1.48 0.32
H -3.17196 2.20336 -1.90803 1.44 -0.38 -1.01 0.20
H -1.92686 2.60921 0.77823 -0.57 -0.37 -0.27 0.39
H -3.08922 1.35551 2.78079 1.47 -1.70 -0.03 0.87
H -1.93034 0.46903 5.47160 0.24 0.87 -1.35 0.38
H -0.71950 1.39754 4.33097 -1.65 -0.59 0.77 0.19
H -3.67555 2.53600 4.73395 1.60 0.06 0.07 0.34
H -2.32905 2.84512 5.96269 -0.36 -0.36 -1.60 0.40
H -2.06110 3.40834 4.23074 -0.98 -1.37 0.83 0.20
H -1.11410 -1.38700 4.66065 1.35 -0.04 -1.38 0.30
H 0.52684 -3.84891 3.89544 -1.56 0.94 -0.30 0.39
H -1.70940 -4.66100 2.52574 0.88 1.67 -0.30 0.47
H -0.43693 -3.85333 1.48655 -1.05 0.70 1.44 -0.08
H -1.99327 -2.91997 2.02678 1.32 -0.83 0.56 0.09
H 2.11636 -2.94812 0.94540 -0.18 1.33 1.33 -0.98
H 1.99665 -2.84171 2.77784 -0.32 0.97 -1.24 0.20
H 3.47406 -0.42390 1.35187 -0.07 -1.45 0.91 -0.56
H 3.63324 -1.15825 3.07468 -0.20 -0.12 -1.88 0.35
H 4.45136 -3.02309 0.59262 0.23 1.00 1.17 -0.02
H 5.05282 -2.94629 2.36439 -0.16 0.75 -1.41 0.42
H 5.41434 -0.67979 0.09355 0.85 -0.97 1.08 0.13
H 6.83202 -1.81945 0.63321 -1.48 0.91 0.56 0.47
H 7.68994 -0.40772 4.21321 0.92 0.45 -1.41 0.28
H 8.76394 0.97626 3.62193 -0.40 -1.57 -0.63 0.32
H 9.12485 -0.81141 3.09426 -1.09 1.22 0.17 0.33
C -0.34927 -6.41981 -7.79665 0.00 0.00 0.03 -0.39
C 0.18267 -7.54536 -7.17422 -0.14 0.20 0.10 -0.47
C -0.07117 -7.78203 -5.82726 0.04 -0.08 0.03 -0.33
C -0.86438 -6.88519 -5.11333 0.17 0.13 -0.82 0.09
C -1.39369 -5.75237 -5.72897 -0.06 0.10 0.02 -0.32
C -1.13213 -5.52252 -7.07567 0.13 -0.22 0.09 -0.48
N -1.15525 -7.14337 -3.70112 -0.11 -0.19 0.60 1.06
O -0.65834 -8.13665 -3.18945 -0.22 0.56 -0.26 -0.59
O -1.88136 -6.35236 -3.11452 0.40 -0.32 -0.27 -0.61
H -0.15358 -6.24138 -8.84975 -0.02 -0.02 0.13 0.37
H 0.79330 -8.24054 -7.74079 -0.08 0.06 0.11 0.38
H 0.34910 -8.66276 -5.35419 -0.17 0.17 0.10 0.44
H -2.00783 -5.04735 -5.17927 0.09 -0.24 0.08 0.46
H -1.54177 -4.64537 -7.56548 0.02 -0.10 0.10 0.39
C -0.60509 8.58053 4.88379 -0.06 -0.06 -0.03 -0.45
C -0.11868 8.01993 3.70626 -0.15 -0.01 0.13 -0.39
C -0.88880 7.10044 3.00218 0.03 -0.06 -0.13 -0.43
C -2.14890 6.75129 3.48569 0.48 0.55 0.37 0.17
C -2.63905 7.30338 4.66862 -0.13 0.00 0.11 -0.44
C -1.86073 8.22061 5.36698 0.10 -0.11 -0.22 -0.42
N -2.97288 5.80082 2.73475 -0.41 -0.14 0.00 1.08
O -2.50142 5.31945 1.70974 -0.15 -0.05 0.38 -0.64
O -4.08518 5.54108 3.17032 0.67 0.02 -0.31 -0.59
H -0.00317 9.30237 5.42765 -0.07 -0.09 -0.07 0.39
H 0.86102 8.30279 3.33532 -0.13 -0.10 -0.03 0.42
H -0.49732 6.67211 2.08624 -0.17 0.02 0.12 0.49
H -3.61627 7.03360 5.05419 0.11 -0.06 -0.22 0.44
H -2.23357 8.65850 6.28691 0.00 -0.08 -0.12 0.39
C 0.88160 4.20811 -8.44464 -0.01 -0.03 0.04 -0.41
C 1.85395 4.17520 -7.44890 -0.22 -0.13 0.00 -0.57
C 1.69497 3.34155 -6.34756 0.12 0.01 0.09 -0.18
C 0.55767 2.54001 -6.25589 0.08 0.48 -0.63 0.12
C -0.42324 2.57401 -7.24596 -0.13 -0.08 -0.03 -0.29
C -0.25664 3.41300 -8.34214 0.19 0.01 0.17 -0.52
N 0.39780 1.64268 -5.11160 0.08 -0.05 0.08 1.13
O 1.26904 1.65244 -4.25241 -0.48 -0.11 -0.42 -0.65
O -0.59755 0.92825 -5.07971 0.53 0.22 -0.09 -0.68
H 1.01203 4.85632 -9.30592 -0.02 -0.08 0.12 0.39
H 2.73807 4.79819 -7.53362 -0.10 -0.10 0.06 0.37
H 2.45982 3.32520 -5.57882 -0.20 -0.13 -0.03 0.44
H -1.31299 1.95729 -7.17962 0.20 0.02 0.14 0.43
H -1.01224 3.44522 -9.11986 0.07 -0.04 0.13 0.38
C -7.39900 -1.10388 1.90872 -0.06 -0.02 -0.01 -0.46
C -6.96933 -1.68375 0.71873 -0.23 -0.03 0.14 -0.39
C -7.81847 -2.52492 0.00738 0.04 -0.03 -0.08 -0.35
C -9.09953 -2.77491 0.49601 0.56 0.55 0.46 0.02
C -9.53300 -2.20335 1.69072 -0.08 0.00 0.04 -0.29
C -8.67587 -1.36556 2.39698 0.13 -0.09 -0.22 -0.57
N -10.00627 -3.64021 -0.26285 -0.50 -0.48 -0.41 1.00
O -9.58478 -4.13890 -1.29678 -0.14 0.30 0.55 -0.59
O -11.13278 -3.81075 0.17876 0.62 0.13 -0.16 -0.59
H -6.73531 -0.44325 2.45828 -0.11 -0.06 -0.08 0.51
H -5.97201 -1.47706 0.34372 -0.12 -0.05 0.00 0.43
H -7.47183 -2.97052 -0.91854 -0.25 -0.03 0.11 0.43
H -10.52665 -2.39694 2.07991 0.11 -0.09 -0.24 0.44
H -9.00425 -0.91299 3.32677 -0.01 -0.08 -0.12 0.38
C 4.90106 2.54867 2.48559 0.08 0.03 0.11 0.05
C 3.61907 2.70470 1.97035 0.14 0.13 0.11 -0.40
C 3.04941 3.96657 1.88882 -0.19 -0.03 -0.08 -0.49
C 3.77331 5.07337 2.32284 0.43 -0.73 0.08 -0.12
C 5.05743 4.92825 2.84801 0.07 0.01 0.02 -0.49
C 5.62048 3.65638 2.92836 -0.39 0.05 -0.14 -0.62
N 3.17318 6.40230 2.21142 -0.02 0.49 0.02 1.00
O 2.03644 6.46611 1.76102 0.40 0.10 0.19 -0.59
O 3.83493 7.36504 2.56829 -0.46 -0.54 -0.18 -0.60
H 5.33378 1.55552 2.53840 -0.17 0.25 -0.01 0.41
H 3.06350 1.83709 1.62846 0.03 0.12 0.00 0.45
H 2.04839 4.07192 1.48491 0.18 0.21 0.06 0.62
H 5.62631 5.78487 3.19290 -0.24 0.00 -0.12 0.46
H 6.61937 3.52921 3.33233 -0.12 0.08 -0.06 0.41
```
Positions in Å, forces in eV/Å.

- highest occupied orbital energy (hartree) = -0.4194
- net charge = +1
- calculated total energy (eV) = -246756.60766
- E_LUMO (eV) = -4.4

=====

2.
Here is the ion C53H63Cl2N2 with charge +1 from the Open Molecules 2025 dataset. Energies are from ωB97M-V/def2-TZVPD.

```
120
Properties=species:S:1:pos:R:3:forces:R:3:mulliken_charge:R:1
Cl -1.77162 -6.71017 -1.69189 0.02 -0.33 -0.09 -0.21
C -1.67071 -5.02067 -1.41997 0.20 0.90 0.39 -0.08
C -2.38662 -4.44670 -0.36149 0.10 0.27 -0.15 -0.71
C -2.25586 -3.08182 -0.11519 0.35 -0.16 -0.10 -0.75
C -1.37137 -2.27944 -0.86281 -0.95 0.33 -0.20 0.84
C -1.43618 -0.75645 -0.55215 -1.63 -0.85 0.39 2.46
C -2.47372 -0.31644 -1.55211 -0.77 0.86 -0.17 -1.47
C -3.75070 0.09329 -1.33078 1.46 0.03 -0.19 -0.16
C -4.77046 -0.15693 -2.33284 -0.82 0.14 -1.28 0.39
C -6.04235 0.45196 -2.26997 0.32 -0.31 -0.04 -0.42
C -7.05320 0.11480 -3.16968 0.34 -0.46 -0.30 -0.78
C -6.80415 -0.84269 -4.17154 1.01 0.58 0.86 0.41
Cl -8.04954 -1.31001 -5.24454 -0.36 -0.09 -0.29 -0.20
C -5.52673 -1.41013 -4.29970 -0.23 0.38 0.33 -1.04
C -4.52944 -1.07442 -3.38613 -0.44 0.12 0.20 -0.22
C -0.85305 -2.82945 -2.03713 0.07 -0.15 0.28 -0.27
C -0.90590 -4.20925 -2.25663 -0.24 0.02 0.01 -1.15
H -3.02644 -5.06144 0.26803 0.06 0.10 -0.23 0.46
H -2.87691 -2.60412 0.65042 0.37 -0.27 -0.12 0.60
H -1.86119 -0.67348 0.45475 0.01 -0.05 -0.45 -0.91
H -2.12329 -0.39269 -2.58936 -0.49 -0.67 0.36 0.54
H -4.03629 0.66901 -0.44727 -0.01 -0.88 0.21 0.01
H -6.22594 1.18628 -1.48045 -0.07 -0.23 -0.27 0.38
H -8.03682 0.56645 -3.11047 0.11 -0.02 0.05 0.40
H -5.33208 -2.11952 -5.09831 -0.05 0.07 0.15 0.40
H -3.55813 -1.56597 -3.46404 -0.37 0.07 0.04 0.34
H -0.47092 -2.17693 -2.81960 0.22 -0.41 0.35 0.51
H -0.36747 -4.64041 -3.09548 -0.28 0.01 0.01 0.50
C -0.21227 -2.69528 2.21329 0.08 -0.40 -0.32 -1.61
C -0.99056 -1.98201 3.32112 -0.10 -0.05 -0.39 2.16
C -2.02797 -2.96246 3.88758 -0.14 0.03 0.11 -2.03
C -0.04578 -1.62192 4.47544 0.02 0.24 0.32 -1.40
C -1.67387 -0.71466 2.74655 -0.01 0.15 -0.39 -0.46
C -3.06956 -0.68712 2.56649 -0.01 0.38 0.51 0.09
C -3.70382 0.47737 2.13200 0.04 -0.34 -0.26 -1.64
C -3.00498 1.68125 2.12400 -0.28 -0.34 0.65 -0.13
C -1.67015 1.71231 2.54753 0.16 0.21 -0.50 0.14
C -1.15328 2.98824 3.28635 0.01 0.20 -0.89 2.11
C -0.15951 3.76616 2.42952 0.32 0.34 -0.01 -1.53
C -0.60014 2.62688 4.67312 -0.02 -0.26 0.10 -1.78
C -2.30715 3.96779 3.55488 -0.18 -0.05 0.00 -2.13
C -0.95373 0.47449 2.39320 -1.55 -0.34 0.59 -0.94
N 0.37729 0.44939 1.84440 0.94 -0.19 -0.59 1.86
C 1.54860 0.80499 2.65054 0.02 -0.20 0.91 -1.24
C 2.64482 1.01725 1.66017 0.56 0.46 -0.48 0.23
N 2.06459 0.58190 0.37685 -1.32 -0.67 0.39 1.46
C 2.95254 0.53709 -0.76859 1.13 0.23 -0.54 -2.59
C 3.85975 -0.54355 -0.91546 -0.04 -0.10 0.49 0.79
C 4.00767 -1.79910 0.00100 0.21 0.20 -0.34 1.88
C 4.28126 -3.04622 -0.86184 0.07 -0.17 -0.12 -1.67
C 2.79540 -2.15124 0.84616 -0.17 -0.11 0.44 -1.52
C 5.23616 -1.56841 0.89126 0.11 -0.03 0.13 -1.76
C 4.79034 -0.48818 -1.95764 0.08 -0.12 -0.23 -0.26
C 4.67061 0.43190 -2.98037 -0.14 -0.06 0.04 -1.62
C 3.75635 1.46653 -2.84657 0.18 0.00 -0.18 -0.05
C 3.04447 1.64641 -1.65925 -0.25 0.32 0.21 0.73
C 2.59563 3.10327 -1.33547 -0.36 -0.24 -0.53 2.23
C 2.50128 3.95546 -2.60983 0.11 0.15 -0.14 -2.17
C 3.68528 3.72176 -0.44777 0.25 -0.09 0.02 -1.64
C 1.23022 3.22274 -0.68147 -0.37 0.17 0.42 -0.72
C 0.74164 0.27452 0.52798 0.81 1.23 0.63 -0.96
C -0.27376 0.17503 -0.62902 1.78 1.13 -0.38 0.07
C 0.33530 0.20254 -2.03428 0.01 0.25 -0.02 1.97
C 1.25673 -0.75255 -2.43671 -0.15 -0.51 -0.52 -0.26
C 1.65155 -0.83706 -3.77881 0.08 -0.02 0.45 -0.73
C 1.22006 0.12229 -4.69423 0.12 0.00 0.06 -1.11
C 0.36522 1.14114 -4.27358 -0.15 -0.04 0.00 -1.15
C -0.11702 1.15107 -2.96500 0.15 -0.23 0.11 -0.19
H 0.05009 -1.99777 1.41071 0.09 -0.39 0.23 -0.07
H 0.69982 -3.17345 2.58752 -0.11 0.12 0.02 0.58
H -0.83375 -3.48025 1.76771 0.31 0.22 0.06 0.44
H -2.63177 -2.49133 4.67628 0.10 -0.17 -0.18 0.39
H -2.69263 -3.35329 3.10767 0.10 0.08 0.18 0.44
H -1.50485 -3.82116 4.32855 -0.09 0.20 -0.13 0.43
H -0.49835 -0.87052 5.14320 0.20 -0.24 -0.16 0.29
H 0.17050 -2.52331 5.06960 -0.06 0.28 -0.20 0.50
H 0.91577 -1.24630 4.11059 -0.33 -0.13 0.19 0.15
H -3.67946 -1.57141 2.76552 0.33 0.36 -0.04 0.61
H -4.76515 0.45561 1.87745 0.32 0.01 0.03 0.37
H -3.53547 2.60529 1.87246 0.21 -0.34 0.50 0.34
H -0.60773 3.96488 1.44711 0.20 -0.01 0.18 0.36
H 0.05577 4.73414 2.90729 0.03 -0.25 -0.17 0.57
H 0.79308 3.24957 2.28130 -0.17 0.16 -0.06 0.11
H -1.41719 2.24487 5.30037 0.22 0.06 -0.08 0.40
H 0.18247 1.86299 4.65869 -0.18 0.13 0.06 0.27
H -0.19430 3.52882 5.15438 -0.12 -0.23 -0.15 0.42
H -3.10514 3.49841 4.13989 0.06 0.09 -0.15 0.41
H -1.92692 4.82011 4.13156 -0.03 -0.20 -0.13 0.47
H -2.72290 4.36111 2.62360 -0.02 0.03 0.14 0.45
H 1.35704 1.70685 3.23390 0.00 -0.32 -0.16 0.90
H 1.80267 0.00182 3.34697 -0.16 0.20 -0.14 0.26
H 2.91359 2.07972 1.59585 -0.04 -0.36 -0.11 0.24
H 3.54762 0.44661 1.89368 -0.20 0.14 -0.17 -0.27
H 5.23936 -2.98743 -1.38781 -0.25 -0.11 0.11 0.49
H 4.31906 -3.93644 -0.21871 -0.03 0.23 -0.14 0.49
H 3.48595 -3.19449 -1.60318 0.13 -0.01 0.09 0.23
H 2.57880 -1.40033 1.60941 -0.03 -0.28 -0.06 -0.08
H 1.89913 -2.30378 0.23373 0.11 -0.01 0.11 0.05
H 2.98829 -3.09553 1.38021 -0.05 0.28 -0.20 0.86
H 5.07409 -0.74702 1.59711 0.11 -0.13 -0.06 0.30
H 5.47057 -2.47393 1.46584 -0.06 0.17 -0.09 0.44
H 6.10780 -1.31272 0.27769 -0.13 -0.07 0.18 0.35
H 5.60312 -1.21611 -2.00999 -0.47 0.20 -0.01 0.35
H 5.29635 0.35233 -3.87102 -0.16 0.08 0.28 0.40
H 3.63162 2.14840 -3.69191 0.19 -0.06 0.60 0.46
H 1.79557 3.51231 -3.32585 0.20 0.11 0.11 0.38
H 2.13484 4.96012 -2.35166 0.11 -0.29 -0.03 0.39
H 3.48178 4.07435 -3.08514 -0.27 0.07 0.02 0.50
H 3.82688 3.15423 0.47787 0.08 0.24 -0.22 0.24
H 4.64020 3.71320 -0.99076 -0.17 0.05 0.20 0.45
H 3.43577 4.75991 -0.18790 0.02 -0.24 -0.09 0.45
H 1.13628 2.59400 0.20032 -0.08 0.34 -0.03 -0.60
H 1.05969 4.26289 -0.36126 0.05 -0.30 -0.15 0.92
H 0.43574 2.94264 -1.38079 0.19 0.17 0.16 0.12
H -0.73376 1.17375 -0.53199 0.02 -0.12 0.26 0.54
H 1.60923 -1.48834 -1.70179 -0.24 0.24 -0.57 0.12
H 2.29453 -1.66407 -4.09233 -0.12 0.38 0.07 0.50
H 1.56831 0.07533 -5.72889 -0.17 0.05 0.33 0.43
H 0.04065 1.92399 -4.96246 0.07 -0.34 0.13 0.47
H -0.87477 1.88803 -2.67778 0.31 -0.24 -0.06 0.41
```
Positions in Å, forces in eV/Å.

- highest occupied orbital energy (hartree) = -0.3644
- net charge = +1
- calculated total energy (eV) = -84000.98909
- E_LUMO (eV) = -2.5

=====

Question: Number 2 is which compound?
Answer: C53H63Cl2N2